Record 1
A molecular structure, C4H11AgN6O16, computed with wB97M-V/def2-TZVPD.

Its total charge is -2. As for the HOMO energy (alpha / beta): -2.49 / -2.46 eV. Its spin multiplicity is 3.

CARTESIAN COORDINATES (ANGSTROEM)
Ag (-0.2904, -0.3273, -0.3825)
N (-2.3083, -1.9608, 2.1191)
O (-2.6261, -3.0000, 1.7302)
O (-1.6189, -1.2118, 1.3820)
O (-2.7209, -1.6249, 3.1779)
N (-1.8686, 2.6341, -1.5694)
O (-2.2407, 3.6116, -0.9452)
O (-1.9448, 2.6585, -2.7862)
O (-1.3521, 1.6528, -0.9853)
N (0.0723, -0.3723, -3.7479)
O (0.1298, 0.8031, -4.1752)
O (0.3915, -0.6199, -2.5879)
O (-0.3561, -1.2873, -4.4512)
N (-3.2715, -1.1243, -2.0394)
O (-2.2364, -1.0330, -1.4473)
O (-4.2840, -1.3657, -1.4357)
O (-3.3508, -1.1093, -3.1806)
N (0.5384, -3.8226, 0.1208)
O (1.5555, -4.3950, -0.2514)
O (-0.4356, -4.4262, 0.4565)
O (0.5041, -2.6087, 0.1381)
C (3.7965, 0.5462, 1.1214)
C (2.2573, 0.3313, 1.1637)
C (1.3384, 1.5104, 1.6699)
O (-0.0268, 1.2357, 1.3557)
C (-0.9051, 2.1483, 1.8997)
N (1.9864, 0.1949, -0.2684)
H (4.1475, 0.8883, 2.0949)
H (4.0943, 1.2277, 0.3245)
H (4.1695, -0.4722, 1.0120)
H (2.0223, -0.5797, 1.7141)
H (1.7002, 2.4212, 1.1927)
H (1.4915, 1.6277, 2.7427)
H (-0.6605, 3.0195, 1.2921)
H (-0.7826, 2.2846, 2.9742)
H (-1.9520, 1.8546, 1.8240)
H (2.3219, 1.0853, -0.6071)
H (2.7145, -0.3948, -0.6454)

Atomic partial charges in e from the natural (NBO) method, atoms 1 to 6: 1.174, 0.734, -0.380, -0.449, -0.475, 0.728



Record 2
A molecular structure, C4H11Al2BrCl5F9GaNaO7P2S, computed with wB97M-V/def2-TZVPD.

Its total charge is 0. As for the HOMO energy: -8.61 eV. Its spin multiplicity is 1.

CARTESIAN COORDINATES (ANGSTROEM)
C (4.1353, 0.1653, -1.5173)
C (2.8703, 0.9913, -1.6892)
Ga (1.4064, -0.1452, -0.7937)
P (-0.8186, 0.3212, -1.4391)
O (-0.8683, 0.8466, -3.0783)
Br (-1.5919, 2.1306, -0.3532)
H (4.2988, -0.5385, -2.4443)
H (4.1627, -0.4364, -0.5834)
H (4.9930, 0.8289, -1.4549)
H (2.6534, 1.2092, -2.7244)
H (2.9737, 1.8940, -1.1013)
H (1.6932, -1.6633, -1.1749)
H (1.4559, -0.0985, 0.8344)
H (-1.1499, 0.0813, -3.6824)
Al (-2.4762, 0.1240, -4.6398)
O (3.9300, -0.6968, -3.7278)
H (3.0419, -0.3768, -3.9814)
O (3.8237, -1.0326, 1.3139)
H (4.0212, -1.5217, 2.1308)
O (-2.8187, -1.3688, -7.3487)
H (-3.6543, -0.9260, -7.5718)
Al (-2.6920, 3.7588, 1.5335)
Cl (-4.7591, 0.9098, -4.6112)
C (-0.6673, 2.8238, 6.8748)
F (0.6340, 3.1289, 6.8390)
F (-0.8182, 1.7842, 7.6898)
F (-1.3121, 3.8621, 7.4133)
S (-1.3069, 2.4440, 5.1958)
O (-0.5138, 1.3225, 4.7527)
O (-1.0767, 3.6594, 4.4230)
O (-2.6999, 2.1503, 5.4001)
F (-4.1681, -1.0942, 1.1821)
P (-3.3725, -0.3553, 2.4398)
F (-2.9590, -1.8866, 2.9047)
F (-2.5260, 1.0254, 2.8613)
F (-2.0053, -0.4415, 1.4878)
F (-3.8713, -0.3706, 4.0007)
F (-4.6288, 0.7050, 2.1526)
C (1.6748, -4.3436, -3.0127)
Cl (0.7212, -2.8997, -3.4307)
Cl (3.0967, -3.7402, -2.1836)
Cl (0.7731, -5.4062, -1.9331)
Cl (2.0788, -5.1964, -4.4939)
Na (-1.6834, -1.6277, -2.4590)

Atomic partial charges in e from the Löwdin method, atoms 1 to 6: -0.080, -0.302, 0.326, 0.471, -0.538, 0.291



Record 3
A molecular structure, C4H11BINO2, computed with wB97M-V/def2-TZVPD.

Its total charge is 0. As for the HOMO energy: -9.12 eV. Its spin multiplicity is 1.

CARTESIAN COORDINATES (ANGSTROEM)
B (0.0146, -0.2551, -0.6479)
C (-0.3507, -2.7579, -1.8655)
C (1.1478, 1.5850, 2.3867)
C (-0.6955, -1.7927, -0.7258)
C (0.4841, 1.6418, 1.0092)
N (-0.7867, 2.3124, 1.2078)
O (0.5206, 0.4258, -1.7223)
O (0.1985, 0.3128, 0.5885)
I (-1.6087, 2.6468, -0.7288)
H (0.6714, -2.6595, -2.0793)
H (-0.3545, -3.7965, -1.5617)
H (-1.0331, -2.4975, -2.6894)
H (0.7583, 0.7374, 2.9507)
H (0.8065, 2.4050, 2.9444)
H (2.1981, 1.8684, 2.1430)
H (-1.7442, -1.6278, -0.6144)
H (-0.4091, -2.1336, 0.2568)
H (1.0920, 2.0922, 0.3089)
H (-1.3152, 1.4147, 1.4252)
H (0.4059, 0.0783, -2.5861)

Atomic partial charges in e from the natural (NBO) method, atoms 1 to 6: 1.132, -0.611, -0.645, -0.744, 0.224, -0.697



Record 4
A molecular structure, C4H11BiCl2O4Re, computed with wB97M-V/def2-TZVPD.

Its total charge is 0. The value obtained for the energy relative to the best compared isomer or geometry (same formula, charge and spin) is 1.3409 eV. As for the HOMO energy (alpha / beta): -7.54 / -8.79 eV. Its spin multiplicity is 4.

CARTESIAN COORDINATES (ANGSTROEM)
Bi (1.7757, 2.2139, -0.8070)
Cl (1.6135, 3.0876, 1.4788)
C (0.4199, 3.9850, -1.3799)
C (4.0450, 2.2700, -0.2879)
H (0.8307, 4.6527, -2.1312)
H (-0.5248, 3.5652, -1.7662)
H (0.2347, 4.5304, -0.4438)
H (4.7091, 2.3834, -1.1372)
H (4.2124, 1.2712, 0.1415)
H (4.2228, 3.0247, 0.4871)
Re (-0.1327, -0.9592, -0.8838)
C (0.6237, -1.5001, 0.9505)
C (0.1569, -2.4153, -2.0921)
H (1.4079, -2.2646, 0.9417)
H (1.0390, -0.6105, 1.4157)
H (-0.2135, -1.8549, 1.5597)
H (0.6534, -3.3619, -1.7720)
H (-0.0509, -2.4007, -3.1846)
O (-2.3714, -2.3861, 0.0896)
Cl (-3.2894, -1.7201, 1.0875)
O (-4.1075, -2.7284, 1.7944)
O (-2.4749, -0.9468, 2.0486)
O (-1.4348, 0.0831, -1.3410)

Atomic partial charges in e from the natural (NBO) method, atoms 1 to 6: 1.088, -0.513, -0.951, -0.935, 0.219, 0.232



Record 5
A gas-phase ion, C4H11BrNO (charge +1), computed with wB97M-V/def2-TZVPD.

Its total charge is +1. The value obtained for the energy relative to the best compared isomer or geometry (same formula, charge and spin) is 0.9089 eV. As for the HOMO energy: -14.53 eV. Its spin multiplicity is 1.

CARTESIAN COORDINATES (ANGSTROEM)
C (-0.8438, 1.6993, -0.6790)
C (-0.7842, -0.8325, 0.1395)
C (-0.1835, 0.2973, -0.8381)
C (-0.2274, -0.8187, 1.5936)
N (1.2696, -0.7979, 1.4553)
O (1.1953, 0.3019, -0.6398)
Br (-0.5889, -2.6127, 2.5528)
H (-1.0603, 1.8693, 0.3600)
H (-1.7943, 1.8136, -1.2371)
H (-0.0582, 2.4137, -0.9572)
H (-0.4258, -1.8516, -0.3046)
H (-1.9321, -0.9057, 0.1188)
H (-0.3648, -0.0994, -1.9321)
H (-0.4743, -0.1385, 2.4286)
H (1.3987, 0.0004, 0.7901)
H (1.7264, -0.4518, 2.3682)
H (1.5707, -1.6775, 1.0200)
H (1.4456, 1.1338, -1.1797)

Atomic partial charges in e from the natural (NBO) method, atoms 1 to 6: -0.642, -0.499, 0.095, -0.050, -0.749, -0.734



Record 6
A molecular structure, C4H11BrNOPS2, computed with wB97M-V/def2-TZVPD.

Its total charge is 0. The value obtained for the energy relative to the best compared isomer or geometry (same formula, charge and spin) is 0.0000 eV. As for the HOMO energy: -8.38 eV. Its spin multiplicity is 1.

CARTESIAN COORDINATES (ANGSTROEM)
C (-1.4788, 0.8799, 1.5746)
C (-0.3244, 1.9524, -0.4023)
C (1.1550, -1.6620, -1.7221)
C (-0.1182, 1.0959, 0.8980)
N (0.5243, -0.1947, 0.6753)
O (-1.3567, -1.0844, -1.1669)
P (-0.0147, -1.4220, -0.3465)
S (-0.1439, -2.9954, 0.8094)
S (2.0192, -0.6063, 1.2351)
Br (3.7253, -0.0572, -0.0557)
H (-1.6826, 1.7485, 2.1623)
H (-2.1318, 0.5954, 0.8238)
H (-1.4428, 0.1221, 2.3317)
H (-0.8298, 1.3673, -1.1551)
H (0.6435, 2.4748, -0.6965)
H (-0.9205, 2.8410, 0.1100)
H (0.8021, -2.5841, -2.1508)
H (1.0535, -0.9426, -2.4444)
H (2.1760, -1.7539, -1.3609)
H (0.5149, 1.5324, 1.5574)
H (-2.1695, -1.3070, -0.6765)

Atomic partial charges in e from the natural (NBO) method, atoms 1 to 6: -0.623, -0.636, -0.994, -0.038, -0.956, -0.990



Record 7
A molecular structure, C4H11CdINO, computed with wB97M-V/def2-TZVPD.

Its total charge is +1. The value obtained for the energy relative to the best compared isomer or geometry (same formula, charge and spin) is 6.9388 eV. As for the HOMO energy: -12.90 eV. Its spin multiplicity is 1.

CARTESIAN COORDINATES (ANGSTROEM)
Cd (-9.4154, 10.5735, 24.1352)
I (-9.8714, 8.3885, 24.5351)
C (-5.7386, 9.3644, 23.5416)
C (-6.9351, 10.2896, 23.4181)
C (-7.8737, 9.9125, 22.1683)
O (-9.1945, 10.4574, 22.3917)
C (-10.1182, 9.8300, 21.4633)
N (-7.7539, 10.1606, 24.6078)
H (-5.0040, 9.7003, 24.2734)
H (-5.2778, 9.3287, 22.5544)
H (-5.9703, 8.3383, 23.8270)
H (-6.5619, 11.3133, 23.3874)
H (-7.9918, 8.8409, 22.0074)
H (-7.4752, 10.3223, 21.2402)
H (-9.6444, 9.4231, 20.5700)
H (-10.9694, 10.4720, 21.2364)
H (-10.7290, 9.0308, 21.8831)
H (-7.0651, 10.3676, 25.3168)
H (-8.0292, 9.2005, 24.7582)

Atomic partial charges in e from the natural (NBO) method, atoms 1 to 6: 1.606, -0.592, -0.641, -0.093, -0.109, -0.700



Record 8
A molecular structure, C4H11ClF5InOPmTe, computed with wB97M-V/def2-TZVPD.

Its total charge is -1. As for the HOMO energy (alpha / beta): -3.82 / -6.02 eV. Its spin multiplicity is 5.

CARTESIAN COORDINATES (ANGSTROEM)
In (-1.5115, -1.3297, -0.0485)
Cl (-2.8114, -1.5054, -1.9889)
C (0.2755, -2.5455, 0.3369)
H (0.4065, -2.6425, 1.4166)
H (1.1530, -2.0780, -0.1265)
H (0.0582, -3.5303, -0.1076)
Pm (1.2074, 1.4700, -2.0689)
C (0.3340, 3.6009, -2.7517)
C (2.4553, 0.6186, -3.9473)
C (2.5058, 1.6462, -0.3266)
H (3.4376, 0.2317, -3.6359)
H (1.8386, -0.2383, -4.2757)
H (2.5897, 1.2950, -4.8030)
H (0.5041, 4.3683, -1.9853)
H (0.6567, 3.9799, -3.7296)
H (-0.7492, 3.3916, -2.7979)
H (3.3718, 1.0027, -0.0639)
H (2.2857, 2.2563, 0.5873)
F (-0.4979, -0.9130, 3.3328)
Te (-2.0975, -0.0299, 2.8053)
F (-3.8447, 0.6510, 2.4094)
F (-2.8666, -0.7851, 4.3927)
F (-2.5995, -1.7732, 1.8745)
F (-1.5415, 1.5606, 3.6649)
O (-1.3785, 0.4459, 1.1346)

Atomic partial charges in e from the Löwdin method, atoms 1 to 6: 0.534, -0.025, -0.199, -0.010, -0.024, -0.016



Record 9
A molecular structure, C4H11CsNO5S, computed with wB97M-V/def2-TZVPD.

Its total charge is -1. The value obtained for the energy relative to the best compared isomer or geometry (same formula, charge and spin) is 1.2374 eV. As for the HOMO energy: -2.90 eV. Its spin multiplicity is 1.

CARTESIAN COORDINATES (ANGSTROEM)
Cs (2.3858, 1.8267, -1.1281)
S (1.0958, 4.7594, -2.4184)
O (2.1280, 4.7711, -1.3642)
O (0.9627, 6.0211, -3.0521)
O (1.5406, 3.8012, -3.4350)
O (-0.1576, 4.3810, -1.7719)
C (-1.3920, -1.0138, -0.9073)
C (-0.0563, -1.2273, -0.2644)
C (-0.1712, -1.7067, 1.1474)
O (-0.6872, -0.7155, 2.0561)
C (-0.8113, -1.1959, 3.3926)
N (0.6896, -2.2332, -1.0540)
H (-1.8802, -1.9718, -1.0865)
H (-1.2344, -0.4974, -1.8542)
H (-2.0868, -0.4564, -0.2792)
H (0.5080, -0.2949, -0.2504)
H (0.8561, -1.8648, 1.4754)
H (-0.7697, -2.6137, 1.2323)
H (-1.5494, -0.6354, 3.9662)
H (0.1103, -1.2919, 3.9666)
H (-1.1920, -2.2166, 3.3571)
H (1.5408, -2.5290, -0.5978)
H (0.1704, -3.0961, -1.1303)

Atomic partial charges in e from the Löwdin method, atoms 1 to 6: 1.023, -0.009, -0.602, -0.399, -0.539, -0.463



Record 10
A gas-phase ion, C4H11IN (charge +1), computed with wB97M-V/def2-TZVPD.

Its total charge is +1. The value obtained for the energy relative to the best compared isomer or geometry (same formula, charge and spin) is 0.0000 eV. As for the HOMO energy: -13.80 eV. Its spin multiplicity is 1.

CARTESIAN COORDINATES (ANGSTROEM)
C (0.4778, -1.7152, -0.2748)
C (-1.3141, 0.5595, 0.8954)
C (-0.1242, 1.0789, -1.1478)
C (0.8874, -0.4931, 0.5013)
N (0.0178, 0.7052, 0.2748)
I (2.9688, 0.0820, 0.1033)
H (-0.5279, -2.0361, -0.0157)
H (1.1517, -2.5324, -0.0330)
H (0.5408, -1.5504, -1.3475)
H (-1.8543, -0.2621, 0.4304)
H (-1.2244, 0.3679, 1.9622)
H (-1.8871, 1.4727, 0.7498)
H (-0.8205, 0.4054, -1.6446)
H (-0.5101, 2.0946, -1.2223)
H (0.8394, 1.0388, -1.6543)
H (0.8805, -0.7019, 1.6842)
H (0.4984, 1.4863, 0.7384)

Atomic partial charges in e from the natural (NBO) method, atoms 1 to 6: -0.689, -0.425, -0.438, -0.154, -0.391, 0.187



DFT total energy list, top to bottom, in eV: -50002.8930 -275154.4781 -18689.4592 -45518.0292 -77898.7351 -108866.5919 -20515.8539 -61501.3598 -27437.7606 -13910.2219
Molar mass list, top to bottom, in g mol⁻¹: 507.0 840.0 242.9 589.2 169.0 264.1 328.5 593.0 318.1 200.0
F_max list, top to bottom, in eV/Å: 6.961 6.590 2.709 3.968 4.368 4.189 16.972 3.329 3.450 3.095